# 1
C21H59F3N6O8S | ωB97M-V/def2-TZVPD

Calculated values
- HOMO level (eV) = -8.5

```
! RIJCOSX wB97M-V def2-TZVPD def2/J DEFGRID3
* xyz 0 1
N -20.140 8.601 14.033
H -21.137 8.734 14.197
H -19.982 9.086 13.156
H -19.957 7.607 13.932
H -19.531 9.044 14.721
C -19.930 10.495 9.125
F -20.060 9.103 9.028
F -19.540 10.957 7.909
F -21.113 11.043 9.464
S -18.811 10.989 10.585
O -17.486 10.596 10.121
O -18.973 12.476 10.739
O -19.291 10.224 11.760
C -21.501 4.426 13.446
C -20.594 3.275 13.010
C -19.612 2.941 14.141
O -18.733 4.025 14.354
C -17.772 3.648 15.285
N -21.388 2.084 12.713
H -20.971 5.352 13.675
H -22.095 4.188 14.329
H -22.123 4.759 12.614
H -19.912 3.554 12.206
H -19.008 2.098 13.803
H -20.235 2.748 15.017
H -18.232 3.181 16.157
H -17.268 4.544 15.648
H -17.047 2.955 14.854
H -20.940 1.433 12.084
H -21.704 1.524 13.492
C -17.742 11.600 17.202
C -18.669 11.159 16.027
C -18.780 12.117 14.787
O -19.631 13.266 15.151
C -20.929 12.959 14.669
N -18.247 9.753 15.626
H -17.923 11.007 18.100
H -17.956 12.639 17.452
H -16.670 11.416 17.131
H -19.696 10.982 16.349
H -19.069 11.601 13.870
H -17.766 12.404 14.503
H -21.744 13.601 15.007
H -21.436 12.002 14.805
H -20.903 13.191 13.603
H -17.376 9.892 15.132
H -18.147 9.150 16.431
C -22.415 7.806 11.883
C -22.910 8.953 12.845
C -24.291 9.494 12.435
O -25.091 8.385 12.285
C -26.517 8.694 12.083
N -22.859 8.405 14.193
H -21.358 7.543 11.944
H -22.519 8.009 10.817
H -22.891 6.900 12.257
H -22.159 9.711 12.618
H -24.146 10.061 11.513
H -24.796 10.128 13.167
H -27.206 7.926 11.733
H -26.547 9.527 11.379
H -26.995 9.030 13.004
H -23.444 7.583 14.112
H -23.309 8.927 14.933
C -18.245 7.435 11.187
C -18.340 6.073 11.950
C -17.282 5.055 11.608
O -17.271 4.893 10.178
C -16.279 4.003 9.504
N -18.525 6.438 13.343
H -17.443 8.038 11.617
H -19.173 7.997 11.272
H -17.885 7.339 10.163
H -19.282 5.604 11.662
H -17.497 4.054 11.986
H -16.270 5.421 11.789
H -16.571 2.996 9.804
H -15.283 4.303 9.829
H -16.400 4.109 8.427
H -17.750 6.788 13.891
H -18.693 5.572 13.852
C -21.198 6.001 16.979
C -20.164 6.666 17.838
C -19.908 5.616 18.920
O -19.272 4.445 18.349
C -19.678 3.289 19.136
N -18.987 6.810 16.977
H -21.053 4.981 16.625
H -21.499 6.618 16.130
H -22.156 5.993 17.502
H -20.603 7.570 18.261
H -20.878 5.452 19.389
H -19.180 5.997 19.638
H -20.270 2.507 18.661
H -20.067 3.572 20.114
H -18.717 2.817 19.349
H -19.074 6.050 16.315
H -18.172 6.515 17.499
*
```

=====

# 2
C37H96N4O13 | ωB97M-V/def2-TZVPD

Calculated values
- SMILES string = COCCNCCOC.COCCNCCOC.COCCNCCOC.COCCNCCOC.CC(C)O.CC(C)O.CC(C)O.CC(C)O.CO
- HOMO level (eV) = -8.3

```
! RIJCOSX wB97M-V def2-TZVPD def2/J DEFGRID3
* xyz 0 1
C -0.387 -0.289 -0.441
O -0.418 -0.332 0.993
H -1.394 -0.163 -0.839
H 0.319 0.497 -0.708
H -0.046 -1.267 -0.781
H 0.460 -0.394 1.377
C -7.025 1.828 4.042
O -6.854 1.630 2.638
C -6.440 0.269 2.422
C -5.809 0.020 1.008
N -5.082 -1.285 1.003
C -4.325 -1.468 -0.225
C -3.399 -2.683 -0.108
O -2.559 -2.847 -1.273
C -1.568 -3.850 -1.045
H -6.085 1.696 4.579
H -7.746 1.096 4.406
H -7.394 2.834 4.242
H -7.310 -0.381 2.510
H -5.732 0.023 3.213
H -5.064 0.770 0.740
H -6.617 0.010 0.276
H -4.368 -1.410 1.707
H -3.782 -0.606 -0.612
H -5.127 -1.636 -0.944
H -3.897 -3.606 0.190
H -2.754 -2.517 0.755
H -0.949 -3.967 -1.935
H -1.992 -4.841 -0.886
H -0.932 -3.726 -0.169
C -0.578 -4.325 -5.794
O 0.571 -3.549 -6.038
C 1.754 -4.168 -5.539
C 2.776 -3.076 -5.799
N 2.881 -2.072 -4.734
C 3.759 -1.057 -5.119
C 3.607 0.147 -4.163
O 2.221 0.422 -4.006
C 1.951 1.579 -3.264
H -0.560 -4.588 -4.737
H -0.594 -5.237 -6.391
H -1.496 -3.807 -6.071
H 2.055 -5.032 -6.131
H 1.732 -4.416 -4.478
H 2.586 -2.627 -6.774
H 3.711 -3.563 -6.077
H 1.940 -1.735 -4.590
H 3.445 -0.801 -6.131
H 4.774 -1.453 -5.150
H 4.197 0.960 -4.585
H 4.054 -0.028 -3.184
H 2.486 1.435 -2.325
H 0.894 1.748 -3.060
H 2.371 2.414 -3.825
C -4.181 9.515 -2.430
O -3.030 8.727 -2.077
C -1.881 9.167 -2.733
C -0.631 8.539 -2.056
N -0.666 7.086 -2.079
C 0.349 6.552 -1.227
C 0.161 4.988 -1.028
O -1.010 4.622 -0.408
C -1.257 3.193 -0.338
H -4.050 10.433 -1.857
H -5.058 8.984 -2.060
H -4.318 9.733 -3.489
H -1.802 10.252 -2.662
H -1.901 8.824 -3.768
H -0.584 8.807 -1.000
H 0.253 8.931 -2.559
H -1.590 6.923 -1.706
H 0.273 6.982 -0.228
H 1.349 6.713 -1.628
H 0.942 4.669 -0.339
H 0.311 4.472 -1.977
H -2.291 3.122 -0.001
H -0.544 2.826 0.400
H -1.170 2.559 -1.221
C 2.222 -2.366 3.492
O 2.070 -1.373 4.445
C 3.316 -0.714 4.743
C 3.485 -0.716 6.329
N 3.231 -2.043 6.940
C 4.367 -2.916 6.640
C 4.088 -4.331 7.135
O 3.016 -4.993 6.436
C 2.917 -6.379 6.704
H 2.444 -1.877 2.543
H 1.291 -2.908 3.332
H 2.990 -3.128 3.628
H 3.337 0.309 4.368
H 4.190 -1.240 4.359
H 2.684 -0.075 6.699
H 4.389 -0.164 6.589
H 2.452 -2.365 6.383
H 5.216 -2.483 7.170
H 4.561 -2.907 5.567
H 3.841 -4.183 8.187
H 5.025 -4.887 7.100
H 3.794 -6.834 6.244
H 2.031 -6.865 6.295
H 3.040 -6.613 7.762
C -2.719 1.193 4.127
C -2.061 -0.144 3.692
C -2.255 -1.310 4.672
O -2.697 -0.540 2.519
H -2.425 1.456 5.144
H -3.796 1.041 4.188
H -2.431 2.059 3.531
H -1.014 0.043 3.451
H -3.322 -1.340 4.888
H -1.751 -1.152 5.626
H -2.022 -2.255 4.181
H -2.115 -0.236 1.819
C 2.505 2.467 0.567
C 2.598 1.486 1.688
C 1.417 1.575 2.654
O 2.377 0.243 0.996
H 3.352 2.382 -0.113
H 2.480 3.497 0.923
H 1.582 2.275 0.021
H 3.596 1.483 2.128
H 1.685 2.393 3.322
H 1.291 0.655 3.224
H 0.462 1.936 2.272
H 3.163 0.139 0.456
C 4.188 -4.116 -0.548
C 3.425 -3.590 -1.744
C 1.920 -3.550 -1.500
O 3.894 -2.317 -1.934
H 3.936 -5.159 -0.355
H 3.943 -3.662 0.412
H 5.263 -4.027 -0.703
H 3.462 -4.279 -2.587
H 1.661 -3.064 -0.559
H 1.475 -4.516 -1.263
H 1.369 -3.042 -2.292
H 3.630 -2.069 -2.823
C -1.024 -0.801 -5.694
C -2.120 -0.233 -4.893
C -1.638 0.632 -3.738
O -2.786 0.570 -5.724
H -0.425 -1.392 -5.001
H -0.383 0.019 -6.019
H -1.253 -1.426 -6.556
H -2.688 -1.037 -4.426
H -0.904 0.081 -3.149
H -2.471 1.014 -3.148
H -1.094 1.475 -4.164
H -3.221 -0.006 -6.357
*
```

=====

# 3
C8H14N4O5 | ωB97M-V/def2-TZVPD

Calculated values
- HOMO level (eV) = -9.6

```
! RIJCOSX wB97M-V def2-TZVPD def2/J DEFGRID3
* xyz 0 1
C 0.919 0.871 -0.817
C 1.173 -0.709 -0.909
C 1.917 1.552 -1.774
C 1.871 3.061 -1.817
C -0.514 -1.131 0.835
C 0.130 -0.902 2.185
C -1.762 -2.005 0.902
C -3.064 -1.698 1.693
H 1.693 1.002 1.093
H 0.872 2.404 0.476
H -0.059 0.671 -1.418
H 1.913 1.127 -2.832
H 2.888 1.352 -1.278
H 2.815 4.521 -2.843
H 2.699 2.865 -4.159
H 0.469 -2.631 -0.409
H -0.820 -0.057 0.708
H -1.314 -3.111 0.865
H -2.113 -2.213 -0.177
H -5.011 -2.768 1.881
H -3.917 -3.575 0.834
H -1.382 0.152 2.739
N 0.902 1.377 0.663
N 2.832 3.563 -2.655
N 0.277 -1.581 -0.252
N -4.032 -2.495 1.100
O 1.893 -1.199 -1.752
O 1.354 3.814 -0.892
O 1.221 -1.389 2.415
O -3.375 -0.718 2.502
O -0.475 -0.149 3.091
*
```

=====

# 4
C35H20N8NbO7SSe | ωB97M-V/def2-TZVPD

Calculated values
- HOMO level (eV) = -10.8

```
! RIJCOSX wB97M-V def2-TZVPD def2/J DEFGRID3
* xyz 1 1
Nb 0.046 -0.163 0.682
S -1.115 -2.340 1.601
C -2.020 -1.367 2.635
C -2.895 -2.091 3.532
C -3.774 -1.366 4.339
C -3.841 0.050 4.158
C -2.924 0.632 3.294
N -2.052 -0.028 2.503
H -2.791 -3.152 3.554
H -4.466 -1.828 5.045
H -4.509 0.697 4.750
H -2.807 1.704 3.382
C 1.155 1.402 -3.817
C 0.771 2.732 -3.767
C 0.224 3.240 -2.576
C 0.146 2.346 -1.441
N 0.452 1.051 -1.591
C 1.006 0.621 -2.717
C -0.013 2.756 -0.073
C -0.278 4.167 0.110
C -0.544 4.623 1.364
C -0.447 3.819 2.540
C -0.150 2.480 2.338
C 0.037 1.908 1.028
H 1.440 0.888 -4.726
H 0.930 3.495 -4.567
H -0.144 4.254 -2.473
H 1.406 -0.433 -2.750
H -0.200 4.873 -0.696
H -0.892 5.644 1.530
H -0.548 4.196 3.508
H 0.091 1.860 3.221
Se -4.658 -2.782 -5.353
N -2.924 -3.383 -4.714
C -2.656 -2.627 -3.674
C -1.475 -2.765 -2.897
C -0.462 -3.686 -3.234
C 0.734 -3.519 -2.594
C 0.887 -2.673 -1.521
N -0.078 -1.840 -1.098
C -1.259 -1.869 -1.800
C -2.184 -0.812 -1.498
N -1.894 0.068 -0.450
C -2.869 0.928 -0.095
C -4.074 1.116 -0.769
C -4.318 0.378 -1.876
C -3.352 -0.587 -2.266
C -3.636 -1.457 -3.341
N -4.755 -1.384 -4.098
H -0.676 -4.427 -4.015
H 1.661 -4.044 -2.899
H 1.847 -2.622 -1.035
H -2.703 1.558 0.790
H -4.761 1.885 -0.404
H -5.244 0.417 -2.511
O 1.665 -1.469 4.142
C 1.819 -0.934 3.065
O 0.808 -0.367 2.455
C 3.114 -0.861 2.263
C 4.332 -0.873 2.924
C 5.524 -0.696 2.224
C 5.518 -0.607 0.846
C 4.301 -0.625 0.171
C 3.080 -0.696 0.862
O 2.002 -0.361 0.187
N 4.378 -0.540 -1.283
O 5.394 -0.031 -1.756
O 3.393 -0.977 -1.994
N 6.782 -0.589 2.875
O 7.760 -0.829 2.138
O 6.876 -0.365 4.078
H 4.397 -0.999 3.981
H 6.413 -0.726 0.250
*
```

=====

no.,Kohn-Sham gap (eV)
1,8.7
2,8.9
3,8.3
4,6.3